The ion C5H10F2N3 with charge +1 at a distorted geometry. Source: OMol25; level of theory: ωB97M-V with the def2-TZVPD basis set.

Its spin multiplicity is 1. Its HOMO energy is -0.5140 Ha. For the orbital gap, the calculation gives 10.1100 eV. As for the net charge: +1. Its SMILES is [H]/N=N/[C@@H]([NH2+]C)[C@H]1CC1(F)F.

Atoms and positions in Å:
H  -2.68  1.09  1.87
N  -1.71  0.71  1.97
N  -1.59  0.34  0.80
C  -0.33  -0.22  0.38
N  -0.61  -0.75  -0.99
C  -1.51  -1.94  -0.83
C  0.75  1.22  0.21
C  2.03  1.37  1.01
C  2.09  0.92  -0.39
F  2.56  1.67  -1.43
F  2.27  -0.37  -0.70
H  0.09  -0.90  1.03
H  -1.21  -0.16  -1.63
H  0.06  -1.05  -1.65
H  -1.52  -2.46  -1.86
H  -0.96  -2.72  -0.11
H  -2.43  -1.78  -0.42
H  0.28  2.19  -0.15
H  2.25  2.35  1.18
H  2.16  0.48  1.70